{
  "formula": "C5H11MgO4",
  "method": "ωB97M-V/def2-TZVPD",
  "symbols": ["Mg", "O", "O", "O", "O", "C", "C", "C", "C", "C", "H", "H", "H", "H", "H", "H", "H", "H", "H", "H", "H"],
  "xyz": [[-1.541, -0.296, -1.217], [-0.260, 0.404, 0.698], [-2.294, 3.099, 2.337], [-0.618, 1.533, -1.739], [0.465, -1.562, -1.036], [0.909, -0.366, 0.954], [0.726, -1.731, 0.345], [0.513, -2.771, -1.770], [-0.153, 2.234, -0.773], [-0.066, 1.779, 0.539], [-1.509, 2.616, 1.644], [1.643, -2.323, 0.493], [-2.853, 3.658, 1.791], [1.075, -0.457, 2.039], [1.780, 0.133, 0.504], [0.105, 3.292, -0.953], [1.552, -3.127, -1.844], [-0.107, -3.546, -1.292], [-0.117, -2.267, 0.817], [0.122, -2.564, -2.773], [0.629, 2.262, 1.237]],
  "e_homo_ha": -0.0310,
  "lumo_ha": 0.1199,
  "total_charge": -1,
  "gap_ev": 4.105,
  "e_above_lowest_kj_mol": 0.0,
  "multiplicity": 1
}

{
  "formula": "FeI",
  "method": "ωB97M-V/def2-TZVPD",
  "symbols": ["I", "Fe"],
  "xyz": [[-3.675, 0.205, -1.279], [-1.454, 0.410, -0.750]],
  "e_homo_ha": [-0.8555, -0.8426],
  "lumo_ha": [-0.4574, -0.5546],
  "total_charge": 2,
  "gap_ev": [10.831, 7.838],
  "e_above_lowest_kj_mol": 0.0,
  "multiplicity": 6
}

{
  "formula": "C23H20Cl2PRh",
  "method": "ωB97M-V/def2-TZVPD",
  "symbols": ["Rh", "Cl", "Cl", "P", "C", "C", "C", "C", "C", "C", "C", "C", "C", "C", "C", "C", "C", "C", "C", "C", "C", "C", "C", "C", "C", "C", "C", "H", "H", "H", "H", "H", "H", "H", "H", "H", "H", "H", "H", "H", "H", "H", "H", "H", "H", "H", "H"],
  "xyz": [[0.064, -0.122, 3.224], [-0.827, 2.043, 3.748], [1.876, 1.026, 2.028], [0.135, 0.304, 0.142], [0.049, 4.320, -0.611], [-1.007, -1.779, 3.079], [1.245, -0.826, -0.789], [1.128, 2.063, -1.864], [3.494, -1.612, -1.307], [0.781, -1.468, -1.954], [-0.055, 3.075, 0.000], [2.611, -0.948, -0.463], [0.669, 4.446, -1.859], [-2.154, 0.657, -1.506], [-1.547, -0.108, -0.491], [1.166, -1.653, 3.877], [0.456, 1.927, -0.635], [1.216, 3.315, -2.468], [-3.956, -0.958, -1.675], [-1.055, -1.252, 4.406], [-3.333, 0.219, -2.110], [3.032, -2.201, -2.488], [1.670, -2.132, -2.795], [0.269, -1.221, 4.904], [-2.180, -1.295, -0.072], [-3.380, -1.709, -0.639], [0.380, -2.006, 2.719], [0.584, -0.875, 5.889], [-1.725, -1.940, 0.670], [-0.362, 5.198, -0.103], [-1.892, -1.993, 2.499], [-3.776, 0.800, -2.929], [4.553, -1.673, -1.031], [3.719, -2.742, -3.138], [1.729, 3.412, -3.429], [3.015, -0.491, 0.436], [0.762, 5.421, -2.329], [-1.704, 1.576, -1.869], [0.812, -2.365, 1.785], [1.294, -2.613, -3.703], [1.553, 1.207, -2.387], [-0.560, 2.991, 0.963], [-1.972, -1.014, 4.932], [2.253, -1.657, 3.983], [-3.864, -2.627, -0.276], [-0.264, -1.441, -2.249], [-4.902, -1.276, -2.117]],
  "e_homo_ha": [-0.2136, -0.3229],
  "lumo_ha": [0.0131, -0.0882],
  "total_charge": 0,
  "gap_ev": [6.170, 6.387],
  "multiplicity": 5
}

{
  "formula": "C5H13NO2",
  "method": "ωB97M-V/def2-TZVPD",
  "symbols": ["O", "O", "N", "C", "C", "C", "C", "C", "H", "H", "H", "H", "H", "H", "H", "H", "H", "H", "H", "H", "H"],
  "xyz": [[-1.266, -0.244, 0.431], [1.072, -0.458, 1.195], [-0.629, 1.051, 2.861], [0.898, -0.454, -1.224], [-0.070, -0.931, -2.305], [0.425, -0.870, 0.175], [-1.267, -0.036, 2.391], [1.155, 1.050, -1.299], [-2.352, 0.012, 2.407], [-1.038, 1.956, 2.678], [0.383, 1.011, 2.789], [-1.060, -0.493, -2.141], [-1.246, 0.681, 0.153], [0.289, -0.656, -3.295], [0.149, -1.945, 0.166], [1.856, -0.973, -1.354], [1.823, 1.360, -0.496], [0.220, 1.611, -1.223], [1.613, 1.315, -2.254], [-0.182, -2.017, -2.275], [-0.772, -0.969, 2.621]],
  "e_homo_ha": -0.3010,
  "lumo_ha": 0.0265,
  "total_charge": 0,
  "gap_ev": 8.913,
  "e_above_lowest_kj_mol": 295.4,
  "multiplicity": 1
}

{
  "formula": "C10H16O",
  "method": "ωB97M-V/def2-TZVPD",
  "symbols": ["O", "C", "C", "C", "C", "C", "C", "C", "C", "C", "C", "H", "H", "H", "H", "H", "H", "H", "H", "H", "H", "H", "H", "H", "H", "H", "H"],
  "xyz": [[2.475, 1.461, 1.954], [0.815, 1.559, 0.194], [0.350, -0.447, -1.060], [1.196, -1.149, -0.201], [-0.278, -1.095, -2.252], [0.537, -0.911, -3.557], [0.126, 0.900, -0.820], [1.844, -0.515, 0.842], [-1.614, 0.029, 2.957], [1.729, 0.863, 0.973], [-2.148, 0.349, 1.585], [2.478, -1.094, 1.483], [0.109, -1.497, -4.379], [1.205, -2.210, -0.323], [-0.471, 1.520, -1.476], [-1.900, 1.320, 1.163], [1.566, -1.227, -3.410], [0.316, 0.101, -3.892], [2.492, 2.419, 1.809], [-2.142, -0.816, 3.388], [-3.240, 0.399, 1.497], [0.588, 2.561, 0.549], [-1.780, 0.849, 3.665], [-1.209, -0.655, -2.503], [-0.626, -2.112, -2.040], [-0.549, -0.176, 2.964], [-1.869, -0.426, 0.889]],
  "e_homo_ha": -0.3093,
  "lumo_ha": 0.0314,
  "total_charge": 0,
  "gap_ev": 9.269,
  "e_above_lowest_kj_mol": 111.9,
  "smiles": "CCc1ccc(O)cc1.CC",
  "multiplicity": 1
}

{
  "formula": "C34H30BeGeN4O3",
  "method": "ωB97M-V/def2-TZVPD",
  "symbols": ["Ge", "O", "O", "O", "N", "N", "N", "N", "C", "C", "C", "C", "C", "C", "C", "C", "C", "C", "C", "C", "C", "C", "C", "C", "C", "C", "C", "C", "C", "C", "C", "C", "C", "C", "C", "C", "C", "C", "C", "C", "C", "C", "Be", "H", "H", "H", "H", "H", "H", "H", "H", "H", "H", "H", "H", "H", "H", "H", "H", "H", "H", "H", "H", "H", "H", "H", "H", "H", "H", "H", "H", "H", "H"],
  "xyz": [[-2.008, -1.852, -0.639], [1.326, -0.298, -1.655], [1.917, -0.180, 0.961], [2.692, 3.222, 3.418], [1.412, 2.047, 1.266], [0.522, 1.701, 0.379], [3.310, -1.118, -0.965], [-1.612, 0.841, -1.212], [-2.512, 3.084, -1.282], [-1.718, -3.122, -3.341], [-0.499, 2.577, 0.061], [5.420, 0.104, 3.280], [3.601, 2.196, 3.343], [-1.153, -0.240, -0.331], [-5.959, -0.378, -0.424], [-0.445, -4.180, -1.631], [-2.188, 0.632, -2.414], [-2.514, -4.866, 2.369], [2.414, -1.679, -3.207], [5.655, 1.172, 4.128], [-1.962, -2.900, 1.055], [-3.964, -1.647, -0.963], [-1.146, -3.954, -4.294], [-0.214, -4.910, -3.913], [-2.196, -4.190, 3.539], [-4.736, -2.420, -1.827], [-1.496, 2.196, -0.780], [-3.031, 1.527, -3.027], [2.209, 1.054, 1.582], [2.369, -0.988, -1.860], [-1.762, -2.872, 3.470], [3.348, 1.125, 2.446], [4.299, 0.086, 2.463], [0.137, -5.017, -2.574], [-6.096, -2.182, -1.995], [-2.396, -4.222, 1.144], [-4.606, -0.630, -0.255], [-3.261, 2.762, -2.368], [-1.397, -3.221, -1.984], [4.725, 2.211, 4.146], [-6.711, -1.154, -1.296], [-1.652, -2.236, 2.240], [0.565, 0.130, -0.205], [-6.675, -2.799, -2.675], [-4.014, -0.009, 0.409], [6.119, -0.724, 3.236], [2.660, -0.507, 0.353], [-6.425, 0.437, 0.117], [4.046, -1.737, -1.290], [-0.144, -4.269, -0.592], [1.592, -2.396, -3.255], [-3.520, 1.256, -3.952], [-2.654, -4.761, 0.237], [2.244, -0.944, -3.993], [-4.001, 3.460, -2.745], [-1.951, -0.327, -2.857], [-2.289, -4.686, 4.499], [0.242, -5.557, -4.653], [6.524, 1.203, 4.772], [2.989, 3.817, 4.117], [-0.481, 3.574, 0.488], [0.875, -5.750, -2.264], [-1.327, -1.203, 2.174], [-1.513, -2.335, 4.379], [-2.857, -5.894, 2.412], [-2.606, 4.053, -0.804], [-2.429, -2.370, -3.667], [-1.418, -3.847, -5.339], [-7.768, -0.952, -1.437], [-4.275, -3.230, -2.381], [3.359, -2.197, -3.383], [4.150, -0.753, 1.800], [4.867, 3.057, 4.816]],
  "e_homo_ha": 0.0385,
  "lumo_ha": 0.1706,
  "total_charge": -2,
  "gap_ev": 3.594,
  "multiplicity": 1
}

{
  "formula": "C7H8O3",
  "method": "ωB97M-V/def2-TZVPD",
  "symbols": ["O", "O", "O", "C", "C", "C", "C", "C", "C", "C", "H", "H", "H", "H", "H", "H", "H", "H"],
  "xyz": [[-1.356, 1.156, 1.999], [0.180, -0.840, 1.048], [0.762, -0.681, -1.555], [-0.726, 2.605, -0.791], [0.497, 1.497, -2.584], [-0.962, 0.800, 0.939], [-1.025, 1.215, -0.391], [-1.485, 0.242, -1.471], [-0.020, 2.749, -1.923], [-0.039, 0.286, -1.854], [-0.890, 3.425, -0.091], [0.784, -0.645, 1.782], [0.028, 3.698, -2.456], [-2.150, 0.679, -2.228], [1.597, 1.465, -2.583], [0.179, 1.433, -3.638], [-1.779, -0.738, -1.085], [0.650, -1.013, -0.099]],
  "e_homo_ha": -0.2885,
  "lumo_ha": 0.0143,
  "total_charge": 0,
  "gap_ev": 8.241,
  "e_above_lowest_kj_mol": 357.7,
  "multiplicity": 1
}

{
  "formula": "C28H64IN9O6P3",
  "method": "ωB97M-V/def2-TZVPD",
  "symbols": ["I", "P", "P", "P", "O", "O", "O", "O", "O", "O", "N", "N", "N", "N", "N", "N", "N", "N", "N", "C", "C", "C", "C", "C", "C", "C", "C", "C", "C", "C", "C", "C", "C", "C", "C", "C", "C", "C", "C", "C", "C", "C", "C", "C", "C", "C", "C", "H", "H", "H", "H", "H", "H", "H", "H", "H", "H", "H", "H", "H", "H", "H", "H", "H", "H", "H", "H", "H", "H", "H", "H", "H", "H", "H", "H", "H", "H", "H", "H", "H", "H", "H", "H", "H", "H", "H", "H", "H", "H", "H", "H", "H", "H", "H", "H", "H", "H", "H", "H", "H", "H", "H", "H", "H", "H", "H", "H", "H", "H", "H", "H"],
  "xyz": [[0.213, 0.827, -1.952], [0.475, 4.889, 2.310], [-4.599, -0.750, -0.156], [3.636, -3.919, 1.701], [0.319, -6.732, -0.716], [5.243, -6.542, -2.388], [0.376, 3.362, 2.382], [-3.288, 0.034, -0.169], [0.903, -2.380, -2.554], [1.793, -6.956, 0.870], [-4.492, -1.186, -1.807], [3.540, -5.246, 2.547], [1.199, 4.827, 0.741], [-5.997, -1.776, 0.077], [-1.223, 5.118, 2.377], [0.566, -4.149, -1.195], [0.760, 6.612, 2.435], [4.675, -5.415, -4.329], [-5.513, 0.675, 0.221], [2.231, -2.442, -0.389], [-6.662, 1.254, -0.463], [4.936, 0.133, 0.327], [6.294, -0.167, -0.397], [1.907, 3.590, 0.390], [3.189, -5.339, -2.160], [0.094, -1.115, 0.537], [-7.277, -1.855, -0.586], [-6.190, -1.976, 1.527], [-4.791, 1.764, 0.892], [1.466, -1.805, 0.833], [1.275, -4.654, 0.042], [3.859, -1.868, -2.400], [-2.171, 5.769, 1.502], [4.471, -5.825, -2.948], [2.175, 6.823, 2.799], [1.241, -2.890, -1.518], [0.296, 7.743, 1.664], [2.672, -3.946, 0.050], [3.661, -0.182, -0.564], [3.699, -4.732, -0.820], [-5.358, -0.984, -2.945], [-1.808, 4.933, 3.698], [0.800, 5.481, -0.498], [-3.529, -2.247, -2.093], [0.184, 0.415, 0.159], [1.151, -6.220, 0.122], [3.557, -1.726, -0.847], [-4.783, -0.598, -3.793], [3.740, -5.212, -4.692], [5.185, -4.530, -4.312], [1.254, -2.552, 1.633], [-5.473, 2.411, 1.452], [3.168, -5.056, 3.475], [7.053, 0.555, -0.014], [-6.640, -1.093, 1.997], [-0.607, -1.666, -0.121], [4.911, 1.231, 0.547], [-2.890, 4.792, 3.654], [0.615, 7.752, 0.625], [-7.598, 0.948, 0.015], [4.645, -4.179, -1.043], [4.174, -2.886, -2.697], [2.475, 6.116, 3.577], [1.366, 6.405, -0.656], [2.807, 0.289, -0.046], [3.825, 0.390, -1.509], [-0.430, -1.083, 1.530], [-0.781, 7.884, 1.706], [2.443, 3.175, 1.244], [-0.334, -3.811, -0.851], [-3.269, -2.295, -3.152], [-0.761, 0.859, 0.549], [-5.823, -1.927, -3.271], [3.066, -1.422, -3.030], [2.542, -6.237, -2.068], [-6.154, -0.266, -2.768], [2.701, -4.607, -2.848], [0.544, -4.336, 0.831], [-1.399, 4.044, 4.185], [-6.818, -2.844, 1.738], [-6.702, 1.040, -1.528], [2.658, 3.758, -0.385], [3.226, -2.839, 2.530], [-3.929, -3.225, -1.790], [4.759, -1.222, -2.560], [4.454, -2.174, -0.355], [-5.229, -2.166, 2.013], [-4.071, 1.384, 1.616], [-1.597, 5.801, 4.340], [2.085, -1.040, 1.365], [0.990, 0.916, 0.738], [-7.206, -2.132, -1.635], [0.689, 8.669, 2.100], [-4.250, 2.383, 0.165], [6.195, -0.020, -1.490], [-7.898, -0.966, -0.495], [-1.767, 6.015, 0.524], [-3.030, 5.115, 1.322], [2.346, 7.822, 3.208], [-2.558, 6.698, 1.948], [-7.865, -2.670, -0.149], [-0.266, 5.681, -0.574], [5.000, -3.752, 1.290], [1.027, 4.871, -1.376], [4.042, -5.599, -0.195], [4.803, -0.390, 1.299], [-6.670, 2.345, -0.402], [2.837, 6.679, 1.936], [1.202, 2.833, 0.028], [-2.593, -2.082, -1.553], [6.604, -1.205, -0.135]],
  "e_homo_ha": -0.1369,
  "lumo_ha": 0.0165,
  "total_charge": -1,
  "gap_ev": 4.176,
  "multiplicity": 1
}

{
  "formula": "C23H27ClIOP2Ru",
  "method": "ωB97M-V/def2-TZVPD",
  "symbols": ["I", "Ru", "Cl", "P", "P", "O", "C", "C", "C", "C", "C", "C", "C", "C", "C", "C", "C", "C", "C", "C", "C", "C", "C", "C", "C", "C", "C", "C", "C", "H", "H", "H", "H", "H", "H", "H", "H", "H", "H", "H", "H", "H", "H", "H", "H", "H", "H", "H", "H", "H", "H", "H", "H", "H", "H", "H"],
  "xyz": [[2.008, -1.921, -3.414], [0.706, -0.504, 1.752], [2.752, 0.209, 0.989], [3.399, 0.416, -4.097], [-1.503, -0.033, 1.677], [-0.127, -1.236, -0.981], [-0.985, -4.223, 1.880], [-4.128, -0.252, 1.567], [1.602, 0.105, -3.265], [-0.721, 3.753, 2.902], [-1.062, -2.956, 1.330], [-0.958, -1.793, 2.191], [-0.898, -4.380, 3.271], [-5.524, 0.340, -0.317], [4.765, -0.264, -3.033], [0.463, 3.600, 3.655], [1.094, 2.347, 3.728], [0.386, 1.194, 3.300], [0.300, -0.912, 0.075], [-5.377, -0.041, 1.022], [4.055, 2.137, -3.899], [-0.842, -1.958, 3.604], [-1.283, 2.665, 2.253], [-3.110, 0.400, -0.581], [2.657, 0.076, -5.728], [-0.861, 1.363, 2.579], [-0.792, -3.258, 4.106], [-4.388, 0.524, -1.111], [-2.987, 0.028, 0.772], [1.850, 0.784, -5.941], [2.106, 2.235, 4.151], [3.466, 2.904, -4.415], [4.925, 0.353, -2.143], [5.063, 2.029, -4.348], [3.360, 0.156, -6.568], [2.169, -0.907, -5.733], [-0.905, -5.384, 3.690], [-2.092, 2.776, 1.530], [1.691, 0.954, -2.539], [-1.210, 4.723, 2.849], [-0.758, -1.051, 4.210], [0.711, 0.171, 3.615], [-6.527, 0.486, -0.736], [-0.692, -3.395, 5.186], [-1.138, -2.884, 0.234], [0.821, 0.397, -3.953], [5.690, -0.286, -3.659], [4.636, -1.284, -2.637], [-6.247, -0.178, 1.656], [-1.041, -5.100, 1.218], [1.094, -0.542, -2.484], [4.193, 2.343, -2.805], [-4.512, 0.780, -2.159], [0.891, 4.475, 4.143], [-2.216, 0.602, -1.188], [-3.966, -0.581, 2.599]],
  "e_homo_ha": [-0.5085, -0.6077],
  "lumo_ha": [-0.3545, -0.5138],
  "total_charge": 3,
  "gap_ev": [4.189, 2.553],
  "e_above_lowest_kj_mol": 0.0,
  "multiplicity": 5
}